This record from the OMol25 dataset describes a molecular structure, C58H44InN3OP2S2 in a non-equilibrium geometry. The level of theory is ωB97M-V with the def2-TZVPD basis set.

The geometry in XYZ format:
```
111
Properties=species:S:1:pos:R:3:forces:R:3
In 2.444 -1.639 -1.028 0.0 0.7 -1.2
O 1.255 -0.087 -2.041 0.3 0.2 0.6
S 0.512 0.948 -1.086 1.0 -1.1 -0.6
C 0.174 2.285 -2.262 1.2 -0.2 0.5
C 1.219 2.554 -3.141 0.6 -1.7 0.0
C 1.230 3.656 -3.997 0.9 -0.1 0.2
C 0.186 4.524 -3.906 -0.6 0.1 -0.4
C -0.131 5.789 -4.636 0.9 1.1 0.0
C -1.387 6.374 -3.943 0.1 -0.6 -0.7
C -1.889 5.238 -3.094 0.1 0.2 0.2
C -2.957 5.166 -2.238 0.4 0.2 -0.2
C -3.017 4.067 -1.377 -1.2 -0.5 -0.2
C -2.130 3.022 -1.358 -0.1 -0.3 0.1
P -2.575 1.436 -0.515 0.7 -0.4 0.4
C -3.883 1.836 0.652 -1.2 0.5 0.3
C -3.470 2.051 1.966 -0.1 0.1 -0.3
C -4.345 2.568 2.900 -0.8 0.4 -0.3
C -5.653 2.897 2.493 -0.3 0.2 0.5
C -6.129 2.677 1.189 0.5 -0.5 -0.2
C -5.249 2.050 0.290 0.8 0.6 0.4
C -3.608 0.527 -1.690 -0.3 -0.8 0.8
C -3.800 0.872 -3.004 0.1 0.2 -0.6
C -4.809 0.285 -3.768 -0.4 -0.5 -0.2
C -5.527 -0.814 -3.216 0.7 1.3 -1.2
C -5.277 -1.187 -1.896 -0.2 0.3 0.0
C -4.362 -0.514 -1.093 0.5 0.4 -1.4
C -0.949 3.141 -2.156 -0.4 -0.3 -0.7
C -0.907 4.206 -3.096 -0.6 0.4 1.7
C 1.752 1.537 0.058 0.6 0.1 0.3
C 2.762 2.418 -0.316 -1.5 1.1 0.9
C 3.043 3.581 0.425 0.9 -0.7 0.9
C 2.603 3.660 1.737 -1.1 1.1 -0.3
C 2.703 4.749 2.823 0.6 -1.8 -0.2
C 2.025 4.085 4.071 -1.3 0.9 -0.5
C 1.448 2.756 3.604 1.4 0.1 -0.8
C 0.947 1.653 4.263 0.1 0.2 -0.3
C 0.968 0.431 3.574 -0.6 -0.2 0.3
C 1.249 0.282 2.226 0.1 0.8 -0.5
P 1.707 -1.324 1.563 -0.1 -1.4 0.3
C 0.351 -2.389 2.135 -0.8 -0.3 -0.6
C 0.462 -3.251 3.248 0.0 0.8 -1.2
C -0.632 -3.944 3.688 -1.8 -0.5 0.4
C -1.803 -3.954 2.918 0.8 1.1 -0.7
C -1.934 -3.070 1.828 -0.4 -0.3 0.1
C -0.886 -2.244 1.442 1.2 -0.5 1.2
C 3.128 -2.031 2.444 1.2 0.4 0.2
C 3.575 -3.339 2.171 0.0 0.0 0.1
C 4.601 -3.926 2.909 -0.7 1.0 0.4
C 5.196 -3.226 3.977 -0.3 -0.8 -0.6
C 4.791 -1.946 4.249 -0.8 0.9 -0.6
C 3.818 -1.308 3.407 0.4 -0.2 1.3
C 1.509 1.453 1.476 -0.2 0.6 -0.1
C 1.762 2.635 2.218 0.4 -1.1 0.6
H 2.032 1.766 -3.198 -0.9 1.3 0.1
H 2.103 3.840 -4.618 -0.2 0.0 0.0
H -0.236 5.566 -5.688 -0.4 -0.1 -0.4
H 0.691 6.536 -4.621 -0.3 -0.5 0.2
H -2.104 6.783 -4.646 -0.2 0.0 -0.1
H -1.086 7.178 -3.290 0.0 0.4 0.3
H -3.782 5.875 -2.183 0.5 0.1 -0.2
H -3.947 3.990 -0.817 0.3 -0.1 0.2
H -2.453 1.829 2.260 0.2 0.0 -0.1
H -3.961 2.777 3.898 -0.5 -0.1 -0.1
H -6.361 3.310 3.218 0.4 0.0 -0.2
H -7.150 2.996 0.865 1.0 -0.5 0.5
H -5.543 1.766 -0.719 -0.2 0.3 0.2
H -3.103 1.602 -3.416 -0.6 0.2 -0.2
H -5.044 0.734 -4.768 0.3 -0.9 0.9
H -6.223 -1.365 -3.870 0.2 0.4 0.7
H -5.936 -1.926 -1.498 0.0 -0.7 0.4
H -4.177 -0.731 -0.047 -0.4 -0.2 0.0
H 3.286 2.274 -1.206 0.2 0.1 -1.9
H 3.658 4.331 -0.042 0.4 0.1 0.2
H 2.191 5.610 2.461 -0.5 0.8 -0.1
H 3.742 5.035 3.036 -0.3 -0.1 -0.1
H 1.167 4.720 4.371 0.6 -0.2 0.2
H 2.728 4.021 4.892 -0.1 -0.3 0.2
H 0.654 1.661 5.302 0.1 0.1 0.1
H 0.726 -0.436 4.160 0.1 -0.4 0.1
H 1.391 -3.433 3.723 0.8 0.3 0.5
H -0.679 -4.406 4.685 0.5 -0.3 -0.7
H -2.600 -4.643 3.102 -0.4 -0.1 0.5
H -2.902 -3.043 1.314 0.5 0.1 0.1
H -0.926 -1.499 0.650 -0.4 -0.1 0.0
H 3.086 -3.907 1.389 -0.1 -0.2 -0.1
H 4.858 -4.949 2.769 0.2 -0.5 -0.4
H 5.946 -3.747 4.566 -0.1 0.3 0.1
H 5.184 -1.450 5.135 0.0 0.2 -0.4
H 3.562 -0.261 3.598 0.0 -0.4 0.0
N 0.383 -2.655 -1.920 0.2 -0.3 1.7
C 0.347 -4.054 -1.587 -1.2 -1.2 0.0
C -0.793 -4.675 -1.073 1.3 0.0 0.6
C -0.771 -6.057 -0.636 2.3 1.7 -1.7
C 0.379 -6.831 -0.904 -1.7 1.7 0.7
C 1.527 -6.191 -1.447 -0.2 -0.5 -0.9
C 2.699 -6.916 -1.809 -0.7 -0.1 0.8
C 3.724 -6.284 -2.417 2.1 -0.7 0.3
C 3.651 -4.896 -2.648 -0.2 0.6 -1.0
N 2.591 -4.151 -2.346 0.3 -0.6 0.5
C 1.516 -4.830 -1.811 -0.3 1.1 0.5
H 0.532 -2.475 -2.890 0.1 0.1 -0.9
H -0.472 -2.170 -1.615 0.5 -0.2 -0.2
H -1.654 -4.037 -0.846 0.1 -0.5 -0.3
H -1.668 -6.321 -0.155 -0.7 -1.2 0.4
H 0.382 -7.880 -0.672 0.2 -0.2 0.1
H 2.754 -7.959 -1.525 0.1 -0.1 -0.1
H 4.712 -6.841 -2.543 -1.6 1.0 -0.3
H 4.423 -4.410 -3.243 0.0 0.0 0.6
S 5.072 -0.622 -1.804 -2.5 0.4 0.8
C 5.675 -2.141 -1.930 0.7 -1.8 -0.2
N 6.087 -3.220 -2.036 -0.1 0.5 0.1
```
Positions in Å, forces in eV/Å.

As for the LUMO energy: -7.08 eV. For the electronic energy, the calculation gives -112784.485 eV. Its net charge is +2. The largest force on an atom is 3.33 eV/Å. For the HOMO-LUMO gap, the calculation gives 0.1723 Eh.

Atomic partial charges in e from the Löwdin method, atoms 1 to 4: number 1, In, carries 0.86; number 2, O, carries -0.65; number 3, S, carries 1.02; number 4, C, carries -0.30